C6H25NO7 | wB97M-V/def2-TZVPD

Properties
LUMO = 0.32 eV
SMILES string = C=CC(N)=C(C)C.O.O.O.O.O.O.O
orbital gap = 8.203 eV
energy above the lowest of the compared OMol25 structures with the same formula, charge and spin = 271.5 kJ/mol
spin multiplicity = 1
HOMO level = -7.9 eV

Last column: natural (NBO) charge in e.
Element x y z (Å)
C -0.1322 -1.2277 -0.3019  -0.648
N 1.9290 0.6470 0.6205  -0.854
C 1.3959 0.6888 -0.6737  0.120
C 0.5947 -0.2648 -1.1956  -0.077
C 0.3435 -0.3140 -2.6728  -0.632
C 1.0387 2.8813 -1.8976  -0.374
C 1.8052 1.9259 -1.3960  -0.216
H 0.4289 -2.1721 -0.1984  0.218
H -1.1005 -1.4724 -0.7128  0.225
H -0.4174 -0.8438 0.6836  0.201
H 2.4813 1.4612 0.8148  0.374
H 1.4733 0.2813 1.4296  0.420
H -0.6950 -0.5218 -2.9353  0.193
H 0.5018 0.6711 -3.0871  0.226
H 0.9956 -1.0615 -3.1347  0.213
H 1.2913 3.8690 -2.2186  0.210
H -0.0495 2.7321 -1.8766  0.192
H 2.8866 2.1377 -1.2263  0.191
H 2.1942 -2.2022 1.8501  0.467
H 2.9089 -3.2136 0.9957  0.478
O 2.7978 -2.9514 1.9151  -0.945
H 3.7529 -2.0110 -0.1524  0.469
H 3.3457 -1.7412 -1.4566  0.473
O 3.5160 -2.5422 -0.9336  -0.940
H -3.1502 0.5348 -1.2640  0.498
H -2.3001 1.0617 -2.3594  0.471
O -2.8000 1.3795 -1.5982  -0.968
H -2.4072 0.7054 2.0452  0.509
H -3.7951 0.4812 2.7576  0.477
O -3.0231 0.0364 2.3982  -1.013
H -0.5557 -0.4688 2.8960  0.503
H 0.2314 0.5915 3.8719  0.497
O 0.1913 0.1156 3.0367  -0.989
H -0.9365 1.8747 0.7862  0.497
H -2.4012 2.3085 0.3774  0.511
O -1.8464 1.9631 1.0859  -0.972
H -3.8096 -1.1403 0.8164  0.496
H -3.6702 -2.2219 -0.0230  0.465
O -3.9130 -1.2916 -0.1706  -0.966

Forces on atoms 1 to 3 (eV/Å):
0.386 -0.709 0.071
0.815 0.532 -0.622
-0.974 -0.426 -0.476

C6H6N | wB97M-V/def2-TZVPD

Properties
LUMO = -5.83 eV
SMILES string = C=CC1=[N+]2C(=C)[C@@H]12
orbital gap = 8.616 eV
energy above the lowest of the compared OMol25 structures with the same formula, charge and spin = 335.9 kJ/mol
charge = +1
spin multiplicity = 1
HOMO level = -14.4 eV

Last column: natural (NBO) charge in e.
Element x y z (Å)
C -1.5508 0.0911 -0.1620  0.078
C -2.5994 -0.5713 0.3041  -0.329
C 1.8675 0.4765 0.2378  -0.333
C -0.6880 1.3392 -0.2675  0.079
C 2.2477 -0.7715 -0.0613  -0.121
C 0.4766 0.6135 0.0928  0.296
N -0.2520 -0.3418 -0.4993  -0.163
H -2.6128 -1.5991 0.4347  0.244
H -3.5956 -0.0337 0.5643  0.263
H 1.6515 -1.4579 -0.4870  0.212
H 2.5359 1.2582 0.7710  0.289
H -0.8165 2.0107 -0.9919  0.245
H 3.3360 -1.0140 0.0642  0.239

Forces on atoms 1 to 3 (eV/Å):
-0.382 0.053 1.456
-1.884 3.707 -0.166
1.501 1.219 2.033

Please write out number 2 again, unchanged.
C6H6N | wB97M-V/def2-TZVPD

Properties
LUMO = -5.83 eV
SMILES string = C=CC1=[N+]2C(=C)[C@@H]12
orbital gap = 8.616 eV
energy above the lowest of the compared OMol25 structures with the same formula, charge and spin = 335.9 kJ/mol
charge = +1
spin multiplicity = 1
HOMO level = -14.4 eV

Last column: natural (NBO) charge in e.
Element x y z (Å)
C -1.5508 0.0911 -0.1620  0.078
C -2.5994 -0.5713 0.3041  -0.329
C 1.8675 0.4765 0.2378  -0.333
C -0.6880 1.3392 -0.2675  0.079
C 2.2477 -0.7715 -0.0613  -0.121
C 0.4766 0.6135 0.0928  0.296
N -0.2520 -0.3418 -0.4993  -0.163
H -2.6128 -1.5991 0.4347  0.244
H -3.5956 -0.0337 0.5643  0.263
H 1.6515 -1.4579 -0.4870  0.212
H 2.5359 1.2582 0.7710  0.289
H -0.8165 2.0107 -0.9919  0.245
H 3.3360 -1.0140 0.0642  0.239

Forces on atoms 1 to 3 (eV/Å):
-0.382 0.053 1.456
-1.884 3.707 -0.166
1.501 1.219 2.033

What is the formula in the first record? C6H25NO7

What is the LUMO in the second record? -5.83 eV